Molecular formula: C25H75NO21
Method: DFT, the ωB97M-V functional and the def2-TZVPD basis

Results
- 2S+1 = 2
- total charge = +1
- ⟨S²⟩ = 0.754
- HOMO energy (spin up / spin down) (eV) = -10.930 / -10.930

Cartesian coordinates (Å):
O  0.9350  0.2907  3.6727
H  0.6897  0.3543  4.5958
H  1.6778  0.8873  3.5802
O  -3.1781  -0.0219  0.5961
H  -3.5493  0.8067  0.8992
H  -2.2477  0.0384  0.8125
O  2.6773  -2.0588  4.6351
H  2.0616  -2.7653  4.8298
H  2.2852  -1.5959  3.8947
O  -1.3078  -2.6898  3.0632
H  -1.8340  -3.2883  2.5329
H  -0.7455  -2.2410  2.4318
C  -0.1642  7.2413  -3.9378
C  -0.9717  6.0304  -3.2320
C  -1.8401  5.3763  -4.3297
C  -2.3965  4.0666  -3.7917
C  -1.2435  3.0742  -3.3911
C  -0.2617  3.6810  -2.3023
N  0.0397  5.0960  -2.6506
O  0.9941  5.6152  -1.8379
C  -0.9912  3.6053  -0.9037
C  0.9934  2.7776  -2.2910
C  -1.9676  6.5965  -2.2063
H  -0.7402  8.1106  -4.2550
H  0.4353  6.9735  -4.8079
H  0.5961  7.6550  -3.2753
H  -2.6364  6.0449  -4.6571
H  -1.2248  5.1223  -5.1928
H  -3.0885  3.6841  -4.5420
H  -3.0545  4.1676  -2.9286
H  -0.6782  2.6819  -4.2364
H  -1.7359  2.2383  -2.8942
H  -2.0517  3.8552  -0.9347
H  -0.9088  2.6139  -0.4582
H  -0.5290  4.2341  -0.1427
H  0.8456  1.7395  -2.5885
H  1.6594  3.1684  -3.0604
H  1.4975  2.8604  -1.3281
H  -1.5230  7.3719  -1.5824
H  -2.4904  5.8408  -1.6201
H  -2.7679  7.1371  -2.7118
H  1.8080  5.4883  -2.3310
C  0.8009  -1.0523  -3.6989
C  0.9218  -0.5906  -5.1027
O  1.3551  0.8000  -5.0910
O  2.1368  -1.2825  -3.2446
H  0.2690  -2.0032  -3.6692
H  0.2661  -0.3446  -3.0654
H  0.0045  -0.5741  -5.6912
H  1.5061  -1.2489  -5.7456
H  1.7482  0.9933  -5.9453
H  2.5094  -0.4032  -3.3433
C  4.3608  -1.3914  0.3585
C  4.9953  -1.8373  -0.9303
O  5.4764  -0.6872  -1.7227
O  3.7981  -2.5302  0.9507
H  3.6379  -0.6075  0.1325
H  4.9700  -0.8084  1.0491
H  4.1735  -2.3211  -1.4581
H  5.8737  -2.4665  -0.7868
H  6.2011  -0.2976  -1.2281
H  4.4190  -2.7759  1.6404
C  -4.1673  -0.3393  -2.8475
C  -2.7945  -1.0108  -2.4486
O  -2.9895  -1.9510  -1.3888
O  -3.9292  0.5610  -3.9133
H  -4.4546  0.2873  -2.0031
H  -4.9223  -1.0854  -3.0954
H  -2.1551  -0.1642  -2.1985
H  -2.3394  -1.4910  -3.3148
H  -3.0223  -1.5599  -0.5128
H  -3.4725  0.1910  -4.6723
C  0.7597  -5.3934  -1.0886
C  2.1980  -5.3058  -1.4640
O  2.8231  -6.5465  -1.8761
O  0.5286  -6.1930  0.0541
H  0.1571  -5.7059  -1.9414
H  0.2566  -4.4672  -0.8109
H  2.8959  -4.9238  -0.7190
H  2.3921  -4.6933  -2.3445
H  2.9147  -7.1095  -1.1040
H  0.8853  -7.0756  -0.0692
C  0.3579  3.6218  2.9335
C  1.1330  3.0792  1.7907
O  2.2405  2.2860  2.2215
O  1.1657  4.5520  3.6665
H  -0.0586  2.8705  3.6044
H  -0.4829  4.1922  2.5388
H  1.5452  3.9591  1.2969
H  0.5392  2.5476  1.0471
H  2.9300  2.4609  1.5768
H  1.9694  4.0837  3.9039
C  -3.5457  -1.8097  5.9798
C  -3.3721  -0.5511  5.0454
O  -2.0410  -0.4906  4.4499
O  -3.3803  -2.9329  5.2153
H  -4.5338  -1.8622  6.4369
H  -2.7989  -1.8259  6.7736
H  -3.5916  0.3763  5.5744
H  -4.1408  -0.5905  4.2736
H  -1.9119  -1.2425  3.8673
H  -2.5094  -2.8466  4.8208
C  0.2933  -0.3119  0.2259
C  0.4712  -1.8239  0.1681
O  0.9870  -2.2790  1.4208
O  -0.5833  0.0143  1.2743
H  -0.1071  0.0984  -0.7012
H  1.2997  0.0799  0.3735
H  1.1367  -2.0812  -0.6559
H  -0.4590  -2.3208  -0.1072
H  1.9250  -2.4005  1.2561
H  0.0363  -0.0287  2.0064
C  0.7371  -5.3139  4.7061
C  -0.5233  -5.7792  5.5231
O  -0.4881  -7.1693  5.5293
O  0.7081  -3.8810  4.4993
H  0.9380  -5.8323  3.7686
H  1.6551  -5.4886  5.2672
H  -1.5196  -5.5603  5.1389
H  -0.3780  -5.3881  6.5301
H  0.2702  -7.2651  6.1102
H  0.0311  -3.6053  3.8770



Molecular formula: C25H76B2F3HgNO11S
Method: DFT, the ωB97M-V functional and the def2-TZVPD basis

Results
- HOMO energy (eV) = -9.009

Cartesian coordinates (Å):
Hg  -2.5402  -2.4967  2.1115
N  1.3000  -1.1745  4.1674
H  1.7187  -1.1636  3.2428
H  1.9548  -1.2200  4.9376
H  0.6704  -1.9671  4.2698
H  0.6908  -0.3527  4.2255
B  -0.6934  -3.4630  3.2351
H  0.2495  -3.7721  3.7249
H  -1.5705  -3.8958  3.7599
H  -0.7155  -2.3590  3.1640
H  -0.7168  -3.8829  2.2087
B  -3.2050  -0.8151  3.7615
H  -3.6150  -0.1037  4.5022
H  -2.6584  -0.3670  2.9077
H  -2.5186  -1.5345  4.2492
H  -4.0265  -1.4338  3.3339
C  0.8440  -0.6024  -0.7925
F  1.5668  0.4054  -1.3098
F  -0.1286  -0.8525  -1.6915
F  1.6262  -1.6851  -0.6628
S  0.1460  -0.0550  0.8978
O  -0.8901  -1.0716  1.1919
O  1.3847  -0.1128  1.6799
O  -0.4191  1.2487  0.6419
C  -1.6980  5.7724  1.5605
C  -1.6206  4.3476  0.9803
C  -1.7963  4.3872  -0.5099
O  -0.3402  3.7567  1.1750
H  -0.9821  6.4580  1.1089
H  -1.3828  5.6415  2.5985
H  -2.6953  6.1920  1.6868
H  -2.3420  3.6831  1.4598
H  -0.9671  4.8647  -1.0313
H  -2.7426  4.8670  -0.7702
H  -1.9099  3.4154  -0.9955
H  -0.3988  2.8345  0.8807
C  -0.7455  -5.5159  -0.5821
C  -1.2667  -4.0774  -0.8413
C  -1.8797  -3.8100  -2.2411
O  -2.1668  -3.8401  0.2218
H  -0.1123  -5.8209  -1.4177
H  -1.5657  -6.2340  -0.5913
H  -0.1170  -5.4940  0.3065
H  -0.4161  -3.4256  -0.6441
H  -1.5585  -4.5762  -2.9475
H  -1.5105  -2.8388  -2.5714
H  -2.9564  -3.7550  -2.4032
H  -3.0072  -4.2640  0.0232
C  2.4897  -2.4681  -3.8339
C  2.4158  -3.3985  -5.0702
C  1.1816  -4.2291  -5.1820
O  2.6522  -2.6895  -6.2541
H  3.3382  -1.7874  -3.8865
H  2.5242  -3.1578  -2.9912
H  1.5776  -1.8713  -3.8993
H  3.2942  -4.0388  -4.9609
H  0.2590  -3.6455  -5.1877
H  1.1005  -4.9697  -4.3853
H  1.2000  -4.7519  -6.1386
H  2.2961  -1.8014  -6.1607
C  2.3807  3.6285  -0.8286
C  2.9606  3.4670  0.6174
C  4.4579  3.8093  0.7169
O  2.2704  4.3543  1.4483
H  3.0900  3.1236  -1.4862
H  2.2683  4.6783  -1.1010
H  1.3770  3.2223  -0.9563
H  2.8744  2.4189  0.9158
H  4.9585  3.2459  -0.0719
H  4.7874  3.4692  1.6977
H  4.6389  4.8642  0.5130
H  1.3459  4.0739  1.4964
C  -1.3879  1.4890  -3.3668
C  -1.2364  0.6935  -4.6686
C  -2.5914  0.1688  -5.2017
O  -0.5798  1.4333  -5.6477
H  -0.5120  2.1097  -3.1738
H  -1.4540  0.8235  -2.5068
H  -2.2604  2.1373  -3.2704
H  -0.5796  -0.1724  -4.5704
H  -2.4261  -0.3730  -6.1330
H  -3.3023  0.9868  -5.3314
H  -3.1593  -0.5204  -4.5740
H  -0.9939  2.2974  -5.7281
C  1.0248  2.5516  4.2157
C  -0.2774  2.1154  4.8221
C  -1.4811  2.9257  4.4258
O  -0.5373  0.7928  4.3171
H  1.1221  2.3927  3.1405
H  1.9217  2.1097  4.6519
H  1.1592  3.6346  4.2373
H  -0.1129  2.1848  5.8993
H  -2.2923  2.5434  5.0462
H  -1.7147  2.6993  3.3854
H  -1.2680  3.9887  4.5320
H  -1.4438  0.6790  4.0114
C  -3.7568  0.9083  0.2991
C  -4.3365  -0.3769  -0.1695
C  -3.5194  -0.9035  -1.3169
O  -4.2169  -1.3168  0.9096
H  -4.4835  1.5210  0.8320
H  -3.3656  1.5122  -0.5232
H  -2.7880  0.7044  0.7541
H  -5.3890  -0.2789  -0.4394
H  -2.4476  -0.7338  -1.2188
H  -3.7677  -0.3774  -2.2396
H  -3.6793  -1.9699  -1.4703
H  -4.7269  -0.9032  1.6150
C  4.5459  -2.1838  1.2623
C  5.1259  -0.8358  0.9272
C  4.9788  -0.4534  -0.5002
O  4.5120  0.1247  1.7350
H  3.4709  -1.9941  1.2457
H  4.9163  -2.5662  2.2122
H  4.7153  -2.9441  0.4983
H  6.1486  -0.8190  1.3103
H  5.3337  0.5169  -0.8416
H  3.9803  -0.7411  -0.8372
H  5.4852  -1.1880  -1.1333
H  3.6317  0.2196  1.3546



Molecular formula: C25H76N12O13
Method: DFT, the ωB97M-V functional and the def2-TZVPD basis

Results
- HOMO energy (eV) = -9.020

Cartesian coordinates (Å):
C  -9.9970  -12.2630  -26.1880
O  -10.6320  -13.2320  -27.0610
H  -10.5370  -12.1870  -25.2220
H  -10.0890  -11.2740  -26.6430
H  -8.9320  -12.4570  -26.0710
H  -10.4170  -12.8590  -27.9530
C  -4.7100  -9.9860  -28.6700
O  -4.0370  -9.6140  -27.5100
N  -5.2300  -9.1330  -29.4610
N  -4.6860  -11.1900  -29.1640
H  -5.1110  -8.0520  -29.4200
H  -5.7950  -9.5030  -30.2520
H  -3.9880  -11.8700  -28.7200
H  -5.3010  -11.5740  -29.8780
C  -7.0840  -5.9040  -31.1710
O  -8.1390  -6.7240  -31.5770
N  -7.1670  -5.0820  -30.2050
N  -5.8940  -5.9140  -31.6700
H  -8.1030  -5.0090  -29.6900
H  -6.3320  -4.8650  -29.5660
H  -5.8720  -6.4880  -32.5490
H  -5.4850  -5.0230  -31.8720
C  -4.3740  -6.1240  -28.5570
O  -5.2900  -5.1570  -28.2280
N  -4.2990  -6.6420  -29.7290
N  -3.5490  -6.5730  -27.6290
H  -4.8980  -6.1950  -30.4850
H  -3.6450  -7.3990  -29.9590
H  -3.8580  -6.3950  -26.6920
H  -2.8810  -7.3320  -27.7540
C  -8.5230  -5.4060  -25.0820
O  -9.8880  -5.4030  -25.3560
N  -8.1390  -5.2290  -23.9060
N  -7.6030  -5.5330  -26.0000
H  -8.8760  -4.9610  -23.2220
H  -7.1370  -5.0320  -23.7880
H  -8.0430  -5.7030  -26.9040
H  -6.6070  -5.4940  -25.8960
C  -7.4500  -7.5670  -21.3620
O  -7.9840  -6.4850  -20.6980
N  -7.2830  -7.7100  -22.6510
N  -7.0510  -8.5790  -20.6810
H  -7.7810  -6.9220  -23.1890
H  -6.7220  -8.4030  -23.1330
H  -7.0300  -8.5200  -19.6310
H  -6.6740  -9.4540  -21.0710
C  -8.2980  -12.8480  -28.8530
O  -8.0100  -14.1600  -28.5950
N  -9.4290  -12.4310  -29.3430
N  -7.5170  -11.9010  -28.6990
H  -10.0680  -13.1690  -29.6220
H  -9.6950  -11.4370  -29.5540
H  -6.6930  -12.0700  -28.1150
H  -7.7850  -10.9020  -28.6720
C  -6.3960  -10.5390  -25.0110
C  -5.3360  -11.5520  -24.8080
C  -5.3060  -12.5940  -25.9110
O  -4.1310  -11.1330  -24.7870
H  -7.3070  -11.0500  -25.2790
H  -6.1410  -9.8130  -25.7830
H  -6.6540  -9.9110  -24.1330
H  -5.5740  -11.9410  -23.8020
H  -4.7770  -12.2460  -26.8130
H  -6.3320  -12.8100  -26.1870
H  -4.8120  -13.5750  -25.6000
H  -4.0710  -10.4250  -24.0890
C  -11.7370  -4.1100  -28.7260
C  -10.8220  -5.3140  -28.8040
C  -11.4780  -6.5640  -29.2450
O  -9.7920  -5.0870  -29.4550
H  -11.3920  -3.3700  -27.9950
H  -12.6990  -4.4170  -28.3870
H  -11.9260  -3.7900  -29.7090
H  -10.5140  -5.4860  -27.8010
H  -10.8330  -7.4470  -29.2070
H  -11.9690  -6.4660  -30.2300
H  -12.3410  -6.6490  -28.6020
H  -10.0970  -4.8750  -30.3640
C  -5.0480  -7.4120  -24.8730
C  -4.5310  -5.9590  -24.6460
C  -3.0570  -5.8210  -24.2470
O  -4.7170  -5.1570  -25.5750
H  -6.1050  -7.3970  -25.1040
H  -4.9880  -7.9030  -23.9140
H  -4.4720  -7.9490  -25.5890
H  -5.1070  -5.6120  -23.8080
H  -2.4450  -5.8820  -25.1330
H  -2.7990  -6.5890  -23.5430
H  -2.9050  -4.8930  -23.6470
H  -4.2150  -4.3550  -25.5170
C  -12.1670  -10.2890  -29.0640
C  -12.5010  -9.5330  -27.7580
C  -13.1910  -10.4140  -26.7710
O  -11.4990  -9.0550  -27.1670
H  -13.0800  -10.4480  -29.6280
H  -11.8160  -11.3280  -28.8320
H  -11.3800  -9.7450  -29.6050
H  -13.0320  -8.5890  -28.0120
H  -13.5440  -9.8460  -25.9530
H  -12.5290  -11.2130  -26.4760
H  -14.0650  -10.8400  -27.2560
H  -11.7240  -8.3270  -26.5980
C  -10.6610  -7.7690  -23.4010
C  -10.4110  -9.1630  -22.8460
C  -11.4030  -10.0910  -23.5850
O  -9.2360  -9.5360  -23.0620
H  -10.4240  -7.6410  -24.4350
H  -9.9810  -7.0620  -22.9300
H  -11.6320  -7.3540  -23.3520
H  -10.5610  -9.1820  -21.7820
H  -11.2120  -11.1130  -23.2660
H  -11.4450  -10.0780  -24.6900
H  -12.4320  -9.8920  -23.2990
H  -8.6440  -8.8140  -22.7360
C  -7.5420  -7.7430  -28.4500
C  -8.1020  -8.9780  -27.7400
C  -8.6380  -8.5310  -26.4180
O  -9.0380  -9.5440  -28.3550
H  -7.3200  -8.0000  -29.4440
H  -6.6990  -7.4430  -27.8880
H  -8.2420  -6.9150  -28.5230
H  -7.3560  -9.6340  -27.5610
H  -9.2920  -7.6640  -26.5590
H  -7.8130  -8.1580  -25.8530
H  -9.1880  -9.2660  -25.8590
H  -9.8310  -9.1640  -28.0000



Molecular formula: C25H78N4O13
Method: DFT, the ωB97M-V functional and the def2-TZVPD basis

Results
- SMILES = COC[C@H](C)N.COC[C@H](C)N.COC[C@H](C)N.COC[C@H](C)N.OCCO.CO.CO.CO.CO.CO.CO.CO
- HOMO energy (eV) = -9.073

Cartesian coordinates (Å):
C  -19.5108  13.1597  2.6453
O  -19.5406  13.3573  4.0449
H  -19.4705  12.0834  2.4776
H  -20.4632  13.4381  2.1941
H  -18.8660  13.7584  2.0019
H  -20.1824  14.0650  4.1381
C  -10.5886  22.5714  -2.5281
O  -11.4801  21.4514  -2.2870
H  -10.9082  23.0274  -3.4651
H  -10.6531  23.2080  -1.6457
H  -9.5688  22.2329  -2.7114
H  -11.1465  20.6484  -2.6937
C  -14.8928  13.4455  -4.4029
O  -14.4391  12.8824  -5.5948
H  -14.3335  13.0233  -3.5680
H  -14.7365  14.5235  -4.4401
H  -15.9662  13.3376  -4.2467
H  -14.7108  11.9622  -5.5631
C  -15.8164  10.6203  6.2618
O  -15.0956  11.5667  5.5106
H  -15.2090  10.0344  6.9515
H  -16.5874  11.0401  6.9079
H  -16.3142  9.8829  5.6320
H  -15.6989  12.0906  4.9785
C  -5.2026  14.7988  4.2125
O  -6.2916  15.6968  4.2101
H  -4.1970  15.2126  4.1374
H  -5.2223  14.3280  5.1954
H  -5.3167  14.0136  3.4651
H  -7.0627  15.1251  4.2240
C  -9.5074  16.0338  -5.9033
O  -9.5645  16.9097  -4.7668
H  -8.5292  15.9820  -6.3814
H  -9.7543  15.0666  -5.4655
H  -10.2929  16.3061  -6.6083
H  -8.9624  16.5918  -4.0900
C  -9.3682  8.6357  7.6039
O  -9.2901  7.4063  7.1028
H  -8.6973  8.5969  8.4621
H  -9.2613  9.4339  6.8694
H  -10.4325  8.7333  7.8177
H  -8.4205  7.0061  7.1749
C  -16.9913  17.9378  9.0115
C  -15.7480  17.4536  9.7766
C  -15.8437  16.5524  11.0245
O  -16.4098  17.4169  12.0973
C  -17.1138  16.5859  13.0267
N  -14.8320  16.8586  8.7992
H  -16.6220  18.8088  8.4701
H  -17.6812  18.2463  9.7970
H  -17.3843  17.1633  8.3528
H  -15.2354  18.3127  10.2095
H  -14.8780  16.2757  11.4474
H  -16.3536  15.6002  10.8780
H  -17.7552  15.9126  12.4580
H  -17.8440  17.1141  13.6397
H  -16.4334  15.8981  13.5290
H  -15.2236  16.9146  7.8699
H  -14.8223  15.8669  8.9905
C  -10.0846  4.9552  -4.7929
C  -11.2492  5.9607  -4.5099
C  -10.8523  7.1383  -3.5893
O  -9.8450  6.7174  -2.6054
C  -9.5137  7.7735  -1.6349
N  -11.7301  6.4614  -5.7564
H  -9.7998  4.4213  -3.8863
H  -9.1586  5.4295  -5.1179
H  -10.3958  4.0948  -5.3853
H  -11.9835  5.3555  -3.9782
H  -11.7173  7.5641  -3.0807
H  -10.5949  8.0652  -4.1018
H  -8.8649  8.4405  -2.2027
H  -8.8604  7.4842  -0.8117
H  -10.3820  8.3167  -1.2621
H  -10.9325  6.8586  -6.2321
H  -11.8806  5.6571  -6.3484
C  -20.0411  21.0264  1.6478
C  -19.3554  21.1751  0.2605
C  -19.5965  22.5595  -0.4727
O  -19.0403  23.6242  0.3736
C  -19.5514  24.9656  0.0493
N  -18.0360  21.0254  0.6445
H  -19.8458  21.8987  2.2715
H  -19.6617  20.1967  2.2442
H  -21.1102  20.8813  1.4925
H  -19.5498  20.3594  -0.4360
H  -20.6412  22.7681  -0.7034
H  -19.1099  22.5737  -1.4480
H  -20.6375  25.0499  0.0884
H  -19.1788  25.2605  -0.9317
H  -19.2264  25.6765  0.8090
H  -18.0029  21.7350  1.3625
H  -17.4522  21.3975  -0.0909
C  -3.1872  16.2874  -2.8400
C  -3.7281  14.9204  -2.3558
C  -2.5771  14.2014  -1.4470
O  -2.6985  12.8798  -1.1931
C  -1.7609  12.1498  -0.4790
N  -4.9041  15.0893  -1.5500
H  -2.7564  16.9331  -2.0748
H  -3.9927  16.7935  -3.3721
H  -2.3598  16.0751  -3.5171
H  -3.9807  14.2807  -3.2014
H  -2.3046  14.7372  -0.5378
H  -1.7154  14.1568  -2.1131
H  -1.8204  12.4085  0.5781
H  -0.8049  12.3638  -0.9570
H  -1.8167  11.1060  -0.7881
H  -4.5731  15.6440  -0.7736
H  -5.0204  14.2609  -0.9839
C  -12.6399  15.9354  1.6679
C  -11.8473  14.6584  1.6306
O  -11.2577  14.2623  2.8627
O  -13.8599  15.7771  2.3453
H  -12.8856  16.1704  0.6323
H  -12.0486  16.7995  1.9711
H  -11.0327  14.6460  0.9064
H  -12.5220  13.8895  1.2543
H  -12.0056  14.1163  3.4466
H  -14.4122  16.4870  2.0099